DFT (ωB97M-V/def2-TZVPD) results for H2NO5PS in the gas phase.

The geometry in ORCA input format:
```
! wB97M-V def2-TZVPD RIJCOSX def2/J DEFGRID3
* xyz 0 1
N -0.695 0.344 0.918
O 1.434 1.867 0.954
O 2.081 -2.950 2.018
O 1.610 -0.806 0.320
O 1.400 -0.430 2.481
O -0.206 -2.108 1.676
P 0.892 0.535 0.993
S 1.190 -1.885 1.744
H -1.229 1.114 0.563
H -1.321 -0.459 0.988
*
```

Summary:
HOMO-LUMO gap   11.31 eV
E_LUMO   -0.4 eV
Energy relative to the best compared isomer or geometry (same formula, charge and spin)   26.6 kcal per mole
Highest occupied orbital energy   -11.74 eV